Record 1
{"formula": "C27H54BaN2O17S5", "method": "wB97M-V/def2-TZVPD", "species": ["Ba", "O", "C", "C", "O", "H", "H", "H", "H", "O", "S", "O", "O", "C", "C", "C", "H", "H", "H", "H", "H", "H", "H", "H", "O", "S", "O", "O", "C", "C", "C", "H", "H", "H", "H", "H", "H", "H", "H", "O", "S", "O", "O", "C", "C", "C", "H", "H", "H", "H", "H", "H", "H", "H", "O", "S", "O", "O", "C", "C", "C", "H", "H", "H", "H", "H", "H", "H", "H", "O", "S", "O", "O", "C", "C", "C", "H", "H", "H", "H", "H", "H", "H", "H", "N", "C", "C", "C", "C", "C", "H", "H", "H", "H", "H", "N", "C", "C", "C", "C", "C", "H", "H", "H", "H", "H"], "xyz": [[14.40, 26.07, -2.22], [15.73, 25.41, 0.25], [14.83, 24.71, 1.15], [13.25, 24.61, 0.85], [12.76, 24.69, -0.48], [14.97, 25.14, 2.14], [15.15, 23.69, 1.35], [12.71, 25.31, 1.49], [12.98, 23.62, 1.20], [16.97, 24.73, -2.84], [18.08, 23.77, -2.75], [18.71, 23.20, -3.95], [19.35, 24.50, -1.90], [18.97, 25.41, -0.89], [20.26, 26.16, -0.59], [17.70, 22.42, -1.54], [18.62, 24.91, 0.01], [18.18, 26.15, -1.01], [19.95, 26.97, 0.06], [20.56, 26.61, -1.54], [20.95, 25.43, -0.17], [17.13, 22.84, -0.71], [18.65, 22.01, -1.18], [17.06, 21.73, -2.09], [16.97, 26.38, -6.50], [15.69, 25.72, -6.22], [15.09, 25.83, -4.90], [14.51, 26.22, -7.35], [14.68, 26.03, -8.76], [13.73, 26.96, -9.57], [15.77, 23.88, -6.63], [14.59, 24.98, -9.03], [15.69, 26.31, -9.04], [13.69, 26.82, -10.66], [13.99, 27.98, -9.30], [12.69, 26.78, -9.27], [16.22, 23.73, -7.61], [14.73, 23.58, -6.75], [16.22, 23.32, -5.81], [13.90, 23.68, -3.38], [13.85, 22.19, -3.42], [12.63, 21.57, -3.95], [15.17, 21.60, -4.23], [15.02, 20.28, -4.71], [16.43, 19.68, -4.98], [14.21, 21.58, -1.70], [14.33, 20.27, -5.55], [14.62, 19.62, -3.94], [16.35, 18.67, -5.39], [16.88, 19.64, -3.98], [17.00, 20.34, -5.62], [14.78, 20.66, -1.79], [13.30, 21.59, -1.11], [14.88, 22.29, -1.21], [13.72, 28.11, -3.83], [13.49, 29.01, -4.97], [13.20, 30.40, -4.74], [14.77, 28.74, -6.00], [14.99, 29.82, -6.92], [16.38, 29.83, -7.38], [12.20, 28.32, -6.03], [14.82, 30.83, -6.56], [14.36, 29.75, -7.80], [16.92, 28.93, -7.66], [16.98, 30.17, -6.54], [16.57, 30.61, -8.11], [12.38, 27.25, -6.06], [12.27, 28.68, -7.06], [11.23, 28.56, -5.59], [9.87, 25.88, -5.02], [10.42, 25.56, -3.69], [11.77, 26.02, -3.36], [9.36, 26.17, -2.53], [9.80, 26.29, -1.16], [8.59, 26.72, -0.34], [10.28, 23.78, -3.29], [10.62, 27.01, -1.15], [10.29, 25.39, -0.79], [8.93, 27.05, 0.64], [7.83, 25.94, -0.23], [8.10, 27.59, -0.77], [10.54, 23.20, -4.17], [9.30, 23.53, -2.88], [11.08, 23.63, -2.57], [13.43, 28.28, -0.51], [12.43, 29.17, -0.68], [11.83, 29.87, 0.37], [12.31, 29.81, 1.68], [13.40, 28.96, 1.93], [13.97, 28.37, 0.77], [11.92, 29.28, -1.62], [11.03, 30.58, 0.22], [11.97, 30.42, 2.51], [13.89, 28.91, 2.89], [14.85, 27.75, 0.91], [16.57, 27.98, -2.39], [17.15, 28.36, -1.23], [18.12, 29.41, -1.07], [18.46, 30.05, -2.24], [17.90, 29.67, -3.45], [17.03, 28.61, -3.49], [16.84, 27.84, -0.34], [18.60, 29.59, -0.12], [19.16, 30.87, -2.17], [18.22, 30.20, -4.34], [16.60, 28.26, -4.42]], "gap_ev": 5.823, "relative_energy_ev": 2.757, "lumo_energy_ev": 0.12}



Record 2
{"formula": "CH8NO", "method": "wB97M-V/def2-TZVPD", "species": ["C", "N", "H", "H", "H", "H", "H", "H", "H", "H", "O"], "xyz": [[-1.05, -0.32, -0.78], [-0.13, -1.12, 0.02], [-1.98, -0.89, -0.84], [-1.32, 0.71, -0.39], [-0.86, -0.11, -1.88], [-0.60, -1.88, 0.54], [0.48, -0.60, 0.70], [0.50, -1.73, -0.53], [1.81, 2.04, 0.60], [0.30, 1.77, 1.02], [1.11, 1.31, 0.64]], "s2": 0.7534, "gap_ev": [13.187, 5.352], "relative_energy_ev": 1.900, "lumo_energy_ev": [-9.83, -17.64], "multiplicity": 2, "charge": 2}



Record 3
{"formula": "C54H58N3O3S4SiTi", "method": "wB97M-V/def2-TZVPD", "species": ["Ti", "C", "C", "C", "C", "C", "C", "C", "S", "O", "C", "C", "C", "C", "C", "C", "C", "C", "C", "C", "C", "C", "C", "C", "C", "C", "C", "C", "C", "C", "S", "O", "C", "C", "C", "C", "C", "C", "C", "H", "H", "H", "H", "H", "H", "H", "H", "H", "H", "H", "H", "H", "H", "H", "H", "H", "H", "H", "H", "H", "H", "H", "H", "H", "H", "C", "N", "C", "C", "N", "C", "S", "C", "C", "C", "C", "C", "N", "H", "H", "H", "H", "H", "H", "H", "H", "H", "C", "Si", "C", "C", "C", "C", "H", "H", "H", "H", "H", "H", "H", "H", "H", "C", "C", "C", "S", "O", "C", "C", "C", "H", "H", "H", "H", "H", "H", "H", "H", "H", "H", "H", "H", "H", "H"], "xyz": [[0.08, 1.27, 0.70], [-6.88, -2.56, -2.01], [-5.48, -2.04, -1.80], [-4.69, -1.61, -2.87], [-3.40, -1.18, -2.69], [-2.87, -1.16, -1.40], [-3.65, -1.57, -0.30], [-4.94, -1.99, -0.51], [-1.19, -0.98, -0.98], [-0.85, 0.57, -0.75], [-0.32, -1.27, -2.50], [-0.36, -0.32, -3.55], [0.33, -0.57, -4.69], [1.11, -1.76, -4.83], [1.83, -2.02, -6.02], [2.61, -3.14, -6.12], [2.72, -4.04, -5.03], [2.03, -3.82, -3.88], [1.19, -2.68, -3.75], [0.45, -2.42, -2.57], [0.54, -3.30, -1.36], [-0.17, -4.54, -1.32], [-0.87, -5.05, -2.45], [-1.56, -6.22, -2.36], [-1.59, -6.94, -1.14], [-0.94, -6.48, -0.04], [-0.22, -5.26, -0.09], [0.39, -4.71, 1.07], [1.04, -3.52, 1.03], [1.15, -2.84, -0.21], [1.86, -1.21, -0.30], [1.07, -0.43, 0.84], [3.50, -1.37, 0.25], [3.92, -1.99, 1.43], [5.28, -2.15, 1.65], [6.23, -1.71, 0.72], [7.70, -1.99, 0.93], [5.79, -1.04, -0.42], [4.43, -0.88, -0.66], [-7.16, -2.53, -3.06], [-7.60, -1.95, -1.45], [-6.98, -3.58, -1.65], [-5.10, -1.64, -3.88], [-2.81, -0.86, -3.55], [-3.23, -1.55, 0.70], [-5.54, -2.31, 0.34], [-0.95, 0.59, -3.43], [0.29, 0.13, -5.52], [1.75, -1.32, -6.85], [3.16, -3.34, -7.04], [3.35, -4.92, -5.13], [2.10, -4.52, -3.05], [-0.84, -4.51, -3.39], [-2.08, -6.61, -3.22], [-2.15, -7.88, -1.08], [-0.97, -7.03, 0.90], [0.31, -5.25, 2.01], [1.43, -3.08, 1.94], [3.22, -2.33, 2.18], [5.61, -2.65, 2.56], [7.93, -2.20, 1.97], [8.32, -1.16, 0.59], [7.98, -2.87, 0.34], [6.52, -0.66, -1.13], [4.10, -0.38, -1.57], [1.66, 5.74, -1.82], [0.29, 5.24, -2.06], [-0.53, 5.68, -3.09], [-1.67, 5.00, -3.01], [-1.56, 4.14, -1.92], [-0.34, 4.30, -1.35], [0.43, 3.62, 0.05], [-2.66, 3.29, -1.46], [-3.86, 3.31, -2.14], [-4.88, 2.50, -1.69], [-4.67, 1.71, -0.57], [-3.43, 1.79, 0.04], [-2.44, 2.55, -0.41], [1.84, 6.59, -2.46], [2.39, 4.96, -2.04], [1.77, 6.04, -0.78], [-0.23, 6.46, -3.79], [-2.55, 5.07, -3.63], [-4.04, 3.95, -2.99], [-5.84, 2.50, -2.20], [-5.44, 1.06, -0.18], [-3.22, 1.22, 0.93], [-3.85, 2.79, 4.67], [-3.14, 1.10, 4.63], [-4.37, -0.22, 4.30], [-2.05, 0.70, 6.06], [-1.98, 1.09, 3.14], [-1.19, 1.13, 2.20], [-4.49, 2.92, 5.56], [-4.47, 2.98, 3.78], [-3.06, 3.55, 4.71], [-5.06, -0.34, 5.15], [-3.87, -1.19, 4.15], [-4.98, 0.00, 3.41], [-2.66, 0.51, 6.96], [-1.37, 1.54, 6.29], [-1.46, -0.19, 5.85], [4.33, 3.49, 0.79], [4.58, 3.07, 2.24], [4.15, 1.63, 2.56], [2.44, 1.23, 2.87], [1.58, 1.87, 1.71], [2.06, 2.27, 4.28], [1.73, 3.75, 3.97], [0.30, 4.12, 4.35], [4.77, 4.47, 0.61], [3.27, 3.55, 0.56], [4.80, 2.78, 0.10], [4.12, 3.77, 2.93], [5.65, 3.10, 2.43], [4.61, 1.27, 3.50], [4.44, 0.94, 1.76], [2.91, 2.14, 4.95], [1.20, 1.77, 4.73], [1.86, 3.95, 2.90], [2.44, 4.38, 4.51], [-0.41, 3.47, 3.84], [0.08, 5.15, 4.06], [0.14, 4.04, 5.43]], "gap_ev": 6.828, "relative_energy_ev": 1.536, "lumo_energy_ev": -8.00, "charge": 3}



Record 4
{"formula": "C4H10O2", "method": "wB97M-V/def2-TZVPD", "species": ["C", "C", "C", "C", "H", "H", "H", "H", "H", "H", "H", "H", "H", "H", "O", "O"], "xyz": [[-0.32, 1.41, 1.10], [0.67, 0.91, 0.01], [0.03, -0.37, -0.72], [-0.09, -1.65, -0.08], [-0.60, 0.44, 1.51], [-1.08, 1.65, 0.40], [-0.30, 2.42, 1.81], [1.78, 0.68, 0.26], [0.75, 1.85, -0.69], [-0.96, 0.11, -1.05], [1.80, -0.06, -1.61], [0.89, -1.93, 0.50], [-0.27, -2.52, -0.75], [-1.91, -0.90, 0.32], [0.79, -0.51, -1.98], [-1.17, -1.53, 0.97]], "gap_ev": 11.205, "relative_energy_ev": 4.200, "lumo_energy_ev": 0.82, "smiles": "CC[C@@H](O)CO"}



Number 1: DFT total energy -4466.0923 Ha. Number 2: DFT total energy -171.9979 Ha. Number 3: DFT total energy -5213.4677 Ha. Number 4: DFT total energy -308.7438 Ha.